Formula: C5H7FS2
Source: the Open Molecules 2025 dataset
Level of theory: ωB97M-V/def2-TZVPD

- E_LUMO (spin up / spin down): -0.5 / -0.5 eV
- Kohn-Sham gap (spin up / spin down): 8.662 / 7.137 eV
- Energy above the lowest of the compared OMol25 structures with the same formula, charge and spin: 556.5 kJ/mol
- E_HOMO (spin up / spin down): -9.20 / -7.61 eV
- Total energy: -29680.1941 eV

```
! RIJCOSX wB97M-V def2-TZVPD def2/J DEFGRID3
* xyz 0 1
C -3.596 -0.032 -0.163
C 0.427 0.638 0.083
C -0.776 0.171 0.311
C 2.547 -0.713 -0.690
C 1.744 0.059 0.447
F 1.472 -0.910 1.447
S -3.952 -1.539 -0.077
S -4.338 1.452 -0.148
H 0.502 1.249 -0.730
H -1.060 -0.513 1.106
H 2.872 -1.814 -0.299
H 3.365 -0.195 -1.193
H 1.654 -0.879 -1.464
H 2.314 0.812 0.967
H -3.176 2.216 0.403
*
```

Atomic partial charges in e from the natural (NBO) method, atoms 1 to 2: -0.484, -0.390